1.
Density functional theory data (the ωB97M-V functional and the def2-TZVPD basis) for a structure of composition Ag2H2NaO2 at a distorted geometry.

The geometry in XYZ format:
```
7
Properties=species:S:1:pos:R:3:forces:R:3:lowdin_charge:R:1
Na -1.07105 0.30718 2.46277 -0.15 0.34 0.29 0.807
Ag -1.17335 -0.35520 -1.48200 -0.52 -0.75 0.44 0.866
Ag 1.85307 -0.40652 0.03572 0.64 -0.46 0.10 0.830
O 0.54245 1.09142 -1.14790 0.58 0.26 0.30 -0.129
H 0.98891 1.89991 -1.46658 -0.09 0.51 -0.46 0.090
O -0.26420 -1.06123 0.47932 -0.66 0.91 0.20 -0.454
H -0.87583 -1.47557 1.11866 0.19 -0.81 -0.87 -0.011
```
Forces are in eV/Å.

For the strongest force on any atom, the calculation gives 1.2 eV/A. As for the charge: +2. The calculation puts the gap between HOMO and LUMO (alpha / beta) at 5.5 / 7.5 eV. The multiplicity is 4. The calculated total energy is -16518.000 eV. The calculation puts the lowest unoccupied orbital energy (alpha / beta) at -0.33316 / -0.46048 Ha.

2.
Density functional theory data (the ωB97M-V functional and the def2-TZVPD basis) for a structure of composition AgClH12O6 at a distorted geometry.

The geometry in XYZ format:
```
20
Properties=species:S:1:pos:R:3:forces:R:3:lowdin_charge:R:1
Ag 0.07913 0.37883 -0.15277 0.14 1.86 -0.09 0.778
Cl 0.70847 2.86023 -0.81963 -0.30 -1.03 0.22 -0.031
O -1.42260 1.34442 1.38489 -0.37 0.05 0.09 -0.107
H -1.59994 0.96003 2.25351 0.16 0.06 -0.12 0.069
H -2.29015 1.50360 0.98643 0.19 0.00 0.02 0.059
O -2.36884 -0.19176 -0.91635 -0.40 -0.18 -0.03 -0.081
H -2.89144 -0.83659 -0.42111 0.02 0.16 -0.07 0.059
H -2.94764 0.09970 -1.63535 0.21 -0.03 0.06 0.074
O 1.34429 0.76392 2.02739 0.24 -0.17 0.49 -0.091
H 1.68142 0.07173 2.61055 0.01 0.20 0.00 0.059
H 1.65761 1.59195 2.41882 -0.14 -0.05 -0.21 0.074
O 0.19013 -0.33441 -2.42250 0.11 -0.47 -0.52 -0.095
H -0.03035 -1.27551 -2.40148 -0.02 0.17 -0.11 0.062
H 0.51024 -0.16875 -3.32087 -0.10 0.18 0.20 0.082
O 2.30368 -0.16193 -0.54581 0.68 -0.39 -0.35 -0.117
H 2.52575 -0.19033 -1.48589 -0.11 0.04 0.13 0.056
H 3.14551 -0.24994 -0.08021 -0.21 0.21 0.08 0.073
O -0.26230 -1.68780 0.71548 -0.09 -0.83 0.36 -0.075
H -0.70711 -2.49579 0.42421 0.05 0.19 -0.03 0.080
H 0.37413 -1.98161 1.38069 -0.06 0.05 -0.13 0.072
```
Forces are in eV/Å.

For the strongest force on any atom, the calculation gives 1.9 eV/A. As for the charge: +1. As for the energy relative to the best compared isomer or geometry (same formula, charge and spin): 20.6 kJ/mol. The calculation puts the gap between HOMO and LUMO (alpha / beta) at 10.3 / 7.1 eV. The multiplicity is 2. The calculated total energy is -28994.526 eV. The calculation puts the lowest unoccupied orbital energy (alpha / beta) at -0.12431 / -0.23033 Ha.

3.
Density functional theory data (the ωB97M-V functional and the def2-TZVPD basis) for a structure of composition AgH8O6 at a distorted geometry.

The geometry in XYZ format:
```
15
Properties=species:S:1:pos:R:3:forces:R:3:lowdin_charge:R:1
Ag 0.32351 0.43474 -0.50306 0.94 0.67 -1.55 0.934
O 0.09571 1.79690 1.20094 -0.40 0.05 0.27 -0.530
H -0.17942 1.30758 1.98880 0.23 -0.13 -0.14 -0.145
O -0.64316 1.87235 -1.99284 -0.57 0.14 0.06 -0.564
H -1.30287 2.43046 -1.55819 0.19 -0.05 0.12 -0.171
O 0.46533 -0.95984 -2.21549 0.05 -0.15 0.16 -0.521
H 0.07846 -1.84464 -2.24460 -0.19 0.15 0.38 -0.162
O 2.57326 0.63195 -0.72429 0.18 -0.16 0.49 -0.543
H 2.99540 0.05645 -0.07141 -0.12 0.04 -0.06 -0.169
O -1.99967 0.00080 0.46234 -1.17 -0.59 -0.09 -0.120
H -2.02177 -0.60558 1.20656 0.21 0.09 0.17 0.009
H -2.11336 0.88418 0.83301 0.64 0.24 -0.07 0.016
O 0.58239 -1.64386 1.06901 -0.20 -0.23 0.50 -0.087
H 0.04419 -2.37273 0.74964 0.07 -0.05 -0.28 0.027
H 1.10200 -1.98876 1.79958 0.13 -0.03 0.05 0.026
```
Forces are in eV/Å.

For the strongest force on any atom, the calculation gives 1.9 eV/A. As for the charge: -2. As for the energy relative to the best compared isomer or geometry (same formula, charge and spin): 31.2 kJ/mol. The calculation puts the gap between HOMO and LUMO (alpha / beta) at 4.7 / 4.3 eV. The multiplicity is 2. The calculated total energy is -16407.571 eV. The calculation puts the lowest unoccupied orbital energy (alpha / beta) at 0.19699 / 0.19761 Ha.

4.
Density functional theory data (the ωB97M-V functional and the def2-TZVPD basis) for a structure of composition AgI.

The geometry in XYZ format:
```
2
Properties=species:S:1:pos:R:3:forces:R:3:lowdin_charge:R:1
Ag 0.59621 0.90209 -0.89400 0.18 0.27 -0.27 -0.100
I -0.59621 -0.90209 0.89400 -0.18 -0.27 0.27 0.100
```
Forces are in eV/Å.

For the strongest force on any atom, the calculation gives 0.4 eV/A. As for the charge: 0. As for the energy relative to the best compared isomer or geometry (same formula, charge and spin): 0.0 kJ/mol. The calculation puts the gap between HOMO and LUMO (alpha / beta) at 6.8 / 6.4 eV. The multiplicity is 3. The calculated total energy is -12097.223 eV. The calculation puts the lowest unoccupied orbital energy (alpha / beta) at 0.02123 / -0.14737 Ha.

5.
Density functional theory data (the ωB97M-V functional and the def2-TZVPD basis) for a structure of composition AgI.

The geometry in XYZ format:
```
2
Properties=species:S:1:pos:R:3:forces:R:3:lowdin_charge:R:1
Ag -0.68451 -0.10315 1.85554 0.17 0.02 -0.45 0.881
I 0.68451 0.10315 -1.85554 -0.17 -0.02 0.45 0.119
```
Forces are in eV/Å.

For the strongest force on any atom, the calculation gives 0.5 eV/A. As for the charge: +1. As for the energy relative to the best compared isomer or geometry (same formula, charge and spin): 76.4 kJ/mol. The calculation puts the gap between HOMO and LUMO (alpha / beta) at 7.0 / 6.6 eV. The multiplicity is 2. The calculated total energy is -12090.323 eV. The calculation puts the lowest unoccupied orbital energy (alpha / beta) at -0.26854 / -0.26814 Ha.

6.
Density functional theory data (the ωB97M-V functional and the def2-TZVPD basis) for a structure of composition AlBH6O at a distorted geometry.

The geometry in XYZ format:
```
9
Properties=species:S:1:pos:R:3:forces:R:3:lowdin_charge:R:1
Al 0.63675 0.32967 0.93206 -2.77 -1.49 -3.29 1.592
B -1.45652 -0.60469 0.32138 2.87 3.98 -0.57 -0.133
H -0.49374 -0.92940 -0.04176 4.92 -2.61 -2.69 -0.048
H -2.24622 -1.31982 0.15050 -2.70 -3.78 0.11 0.125
H -1.38745 -0.45156 1.38722 -0.45 0.58 6.12 0.013
H -1.66522 0.33477 -0.16658 -0.62 3.71 -1.73 0.015
O 1.95040 0.79923 -0.57526 -1.54 -0.57 2.73 0.130
H 2.88392 0.99377 -0.49198 1.15 0.25 0.48 0.149
H 1.77805 0.84801 -1.51555 -0.86 -0.08 -1.17 0.158
```
Forces are in eV/Å.

For the strongest force on any atom, the calculation gives 6.2 eV/A. As for the charge: +2. As for the energy relative to the best compared isomer or geometry (same formula, charge and spin): 0.0 kJ/mol. The calculation puts the gap between HOMO and LUMO at 6.6 eV. The calculated total energy is -9392.244 eV. The calculation puts the lowest unoccupied orbital energy at -0.56644 Ha.